Record 1
The following is a quantum chemistry calculation of a 3-piece molecular cluster, C5H14O3 overall in a non-equilibrium geometry, from the OMol25 dataset.

- E_HOMO (Eh) = -0.360
- LUMO (eV) = 0.385
- max |F| (eV/A) = 2.49
- structure (SMILES) = C=CCCCO.O.O
- orbital gap (eV) = 10.19
- energy above the lowest of the compared OMol25 structures with the same formula, charge and spin (kcal per mole) = 41.9

Last column: Mulliken charge in e.
CARTESIAN COORDINATES (ANGSTROEM)
C (0.5123, -1.4260, 1.0771)  -0.450
C (0.0860, -0.3067, 0.5301)  0.011
C (-1.4218, -0.1470, 0.1858)  -0.871
C (-1.7407, 0.1152, -1.2985)  -0.403
C (-0.5534, -0.2185, -2.2271)  -0.506
O (-0.9734, 0.1955, -3.5037)  -0.518
H (1.3851, -1.6255, 1.6904)  0.204
H (-0.1148, -2.3034, 1.1281)  0.261
H (0.5355, 0.7037, 0.5234)  -0.154
H (-1.7657, 0.7668, 0.7625)  0.304
H (-2.0571, -0.8663, 0.6577)  0.443
H (-2.6092, -0.4097, -1.7145)  0.284
H (-1.9825, 1.1617, -1.4418)  0.284
H (-0.2185, -1.2496, -2.0933)  0.365
H (0.4119, 0.1688, -1.9138)  0.269
H (-0.9262, -0.5077, -4.1655)  0.323
O (1.9260, 2.3787, 0.1651)  -0.604
H (2.8862, 2.5749, 0.3984)  0.326
H (1.7855, 1.5381, 0.6085)  0.443
O (1.3136, -0.9151, 4.3370)  -0.645
H (1.0543, -0.0611, 3.9224)  0.323
H (2.1804, -1.0156, 3.9393)  0.314

***

Record 2
The following is a quantum chemistry calculation of C21H36Cl3N2PtSi5Te as an isolated structure, from the OMol25 dataset.

- E_HOMO (Eh) = -0.400
- LUMO (eV) = -4.977
- max |F| (eV/A) = 0.61
- orbital gap (eV) = 5.91
- energy above the lowest of the compared OMol25 structures with the same formula, charge and spin (kcal per mole) = 10.0
- charge = +1

Last column: Mulliken charge in e.
CARTESIAN COORDINATES (ANGSTROEM)
Pt (-2.3435, -0.0003, -0.1512)  1.632
C (-3.1649, -2.7502, 4.7377)  -0.509
C (-2.9459, -1.4570, 5.2013)  -0.656
C (-2.7538, -0.4161, 4.3134)  -0.252
C (-2.7744, -0.6857, 2.9466)  0.414
C (-2.9999, -1.9737, 2.4774)  -0.131
C (-3.1972, -3.0081, 3.3746)  -0.927
N (-2.6001, 0.3297, 1.9830)  0.196
N (-2.5464, 1.5140, 2.3555)  -0.502
C (-2.4874, 2.4264, 1.3105)  0.045
C (-2.5158, 3.7840, 1.5985)  -0.337
C (-2.5628, 4.6998, 0.5582)  -0.714
C (-2.5935, 4.2546, -0.7537)  -0.620
C (-2.5491, 2.8906, -1.0555)  -0.933
C (-2.4858, 1.9809, -0.0245)  0.622
H (-3.3159, -3.5559, 5.4433)  0.416
H (-2.9298, -1.2615, 6.2648)  0.403
H (-2.5881, 0.5930, 4.6620)  0.457
H (-3.0403, -2.1619, 1.4087)  0.264
H (-3.3788, -4.0103, 3.0121)  0.413
H (-2.5223, 4.0946, 2.6349)  0.537
H (-2.5895, 5.7591, 0.7717)  0.434
H (-2.6449, 4.9662, -1.5670)  0.457
H (-2.5553, 2.5746, -2.0892)  0.240
C (2.4267, 1.1165, -4.0948)  -1.051
Si (2.4610, -0.5431, -3.2333)  0.294
C (1.6777, -1.8521, -4.3243)  -1.069
C (4.2122, -1.0545, -2.8046)  -1.023
Si (1.3083, -0.3906, -1.1726)  -0.035
Te (-1.0356, -0.5845, -2.2150)  -0.303
Si (1.6014, -2.2922, 0.1619)  0.283
C (1.3372, -3.8312, -0.8684)  -1.091
C (3.3368, -2.2599, 0.8706)  -1.027
C (0.3337, -2.2284, 1.5440)  -0.455
Si (1.8160, 1.6172, -0.0679)  0.334
C (1.1391, 1.5469, 1.6824)  -0.743
C (3.6892, 1.6620, -0.0105)  -1.093
C (1.1671, 3.1224, -0.9654)  -0.504
H (2.8016, 1.0079, -5.1155)  0.407
H (3.0588, 1.8453, -3.5835)  0.287
H (1.4145, 1.5222, -4.1505)  0.322
H (2.2817, -1.9767, -5.2271)  0.381
H (0.6714, -1.5807, -4.6512)  0.356
H (1.6259, -2.8201, -3.8232)  0.256
H (4.8363, -0.9988, -3.7005)  0.425
H (4.2441, -2.0839, -2.4420)  0.280
H (4.6618, -0.4113, -2.0459)  0.309
H (2.1080, -3.9344, -1.6349)  0.260
H (0.3651, -3.8249, -1.3667)  0.343
H (1.3821, -4.7167, -0.2298)  0.394
H (4.0891, -2.1050, 0.0951)  0.292
H (3.5606, -3.2072, 1.3666)  0.405
H (3.4482, -1.4642, 1.6105)  0.298
H (-0.6730, -2.1309, 1.1264)  -0.390
H (0.5032, -1.3881, 2.2204)  0.261
H (0.3502, -3.1491, 2.1323)  0.507
H (1.6409, 0.7704, 2.2637)  0.365
H (0.0692, 1.3392, 1.6987)  0.022
H (1.3010, 2.5012, 2.1906)  0.402
H (4.1172, 0.7396, 0.3859)  0.297
H (4.0127, 2.4837, 0.6341)  0.412
H (4.1128, 1.8329, -1.0023)  0.255
H (0.0775, 3.1236, -1.0035)  -0.164
H (1.5411, 3.1698, -1.9892)  0.295
H (1.4884, 4.0282, -0.4447)  0.396
Cl (-5.6079, 0.6089, -0.4369)  -0.213
Si (-4.1404, -0.2219, -1.5974)  0.446
Cl (-4.2405, 0.6343, -3.4315)  -0.182
Cl (-4.4869, -2.2086, -1.7631)  -0.191

***

Record 3
The following is a quantum chemistry calculation of a single C20H22N2O5S molecule in a non-equilibrium geometry, from the OMol25 dataset.

- E_HOMO (Eh) = -0.322
- LUMO (eV) = 0.358
- max |F| (eV/A) = 1.13
- structure (SMILES) = CC(=O)N/C(=C\c1ccccc1)C(=O)OCc1cccc(S(=O)(=O)N(C)C)c1
- orbital gap (eV) = 9.12
- energy above the lowest of the compared OMol25 structures with the same formula, charge and spin (kcal per mole) = 30.9

Last column: Mulliken charge in e.
CARTESIAN COORDINATES (ANGSTROEM)
C (-0.4924, -2.1776, 1.8441)  -1.622
C (-0.4145, -0.9570, 0.9601)  0.791
O (0.5854, -0.2891, 0.8050)  -0.332
N (-1.5906, -0.6727, 0.3303)  0.025
C (-1.7570, 0.4213, -0.5118)  0.387
C (-2.9414, 0.8933, -0.9186)  -0.420
C (-4.2531, 0.3287, -0.6018)  0.357
C (-5.2997, 1.1851, -0.2599)  -0.466
C (-6.5473, 0.6832, 0.0571)  -0.505
C (-6.7791, -0.6823, 0.0216)  -0.423
C (-5.7572, -1.5410, -0.3467)  -0.607
C (-4.5044, -1.0427, -0.6556)  -0.624
C (-0.4782, 1.0496, -1.0048)  0.081
O (0.2102, 0.5520, -1.8557)  -0.634
O (-0.3111, 2.2599, -0.4797)  -0.340
C (0.8928, 2.9552, -0.8406)  -1.233
C (2.0487, 2.3744, -0.0719)  0.497
C (2.1816, 2.6381, 1.2863)  -0.507
C (3.1717, 2.0214, 2.0314)  -0.736
C (4.0215, 1.1094, 1.4281)  -0.411
C (3.8843, 0.8535, 0.0787)  -0.155
S (4.8707, -0.4419, -0.6762)  1.254
O (5.9561, -0.7585, 0.2073)  -0.723
O (5.1762, -0.0870, -2.0305)  -0.711
N (3.8621, -1.7722, -0.7135)  0.070
C (3.4475, -2.2086, 0.5971)  -0.864
C (2.8104, -1.7173, -1.7005)  -0.892
C (2.9169, 1.4787, -0.6805)  -0.013
H (-1.2796, -2.0583, 2.5856)  0.463
H (0.4584, -2.3216, 2.3486)  0.355
H (-0.7118, -3.0553, 1.2395)  0.342
H (-2.4283, -1.1799, 0.5827)  0.312
H (-2.9437, 1.7933, -1.5160)  0.517
H (-5.1208, 2.2500, -0.2323)  0.447
H (-7.3449, 1.3592, 0.3275)  0.382
H (-7.7550, -1.0741, 0.2655)  0.383
H (-5.9386, -2.6046, -0.4016)  0.385
H (-3.7311, -1.7176, -0.9954)  0.569
H (1.0537, 2.8563, -1.9184)  0.390
H (0.7042, 3.9966, -0.5728)  0.506
H (1.4951, 3.3237, 1.7614)  0.439
H (3.2682, 2.2371, 3.0849)  0.423
H (4.7928, 0.5945, 1.9788)  0.494
H (3.1125, -3.2451, 0.5389)  0.325
H (4.3155, -2.1470, 1.2489)  0.385
H (2.6371, -1.5856, 0.9943)  0.189
H (3.2341, -1.2826, -2.6016)  0.349
H (1.9562, -1.1172, -1.3687)  0.297
H (2.4734, -2.7321, -1.9163)  0.341
H (2.8426, 1.2548, -1.7324)  0.466

***

Record 4
The following is a quantum chemistry calculation of a single C10H13NO molecule in a non-equilibrium geometry, from the OMol25 dataset.

- E_HOMO (Eh) = -0.271
- LUMO (eV) = 0.711
- max |F| (eV/A) = 6.36
- structure (SMILES) = Nc1cc2c(cc1O)CCCC2
- orbital gap (eV) = 8.09
- energy above the lowest of the compared OMol25 structures with the same formula, charge and spin (kcal per mole) = 78.8

Last column: Mulliken charge in e.
CARTESIAN COORDINATES (ANGSTROEM)
N (-1.3444, 3.2318, -1.1509)  -0.731
C (-0.8279, 1.9585, -0.9244)  0.076
C (0.1975, 1.6577, -0.0363)  -0.610
C (0.6614, 0.3336, 0.0207)  0.240
C (-0.0296, -0.8042, -0.5736)  0.605
C (-1.1746, -0.5386, -1.3101)  -1.279
C (-1.4544, 0.7770, -1.5401)  1.147
O (-2.4864, 1.1874, -2.3233)  -0.603
C (0.5732, -2.0469, -0.1284)  -1.017
C (0.7710, -2.1322, 1.3303)  -0.420
C (1.0466, -0.7419, 2.0686)  -0.287
C (1.7616, 0.0357, 1.0555)  -0.912
H (-1.6491, 3.6503, -0.1541)  0.275
H (-2.2579, 2.9672, -1.7725)  0.392
H (0.6953, 2.2467, 0.7968)  0.165
H (-1.8074, -1.2859, -1.6084)  0.483
H (-2.8341, 0.5145, -2.8128)  0.283
H (1.6302, -2.0032, -0.6497)  0.280
H (0.3449, -3.0717, -0.7092)  0.320
H (1.8315, -2.7749, 1.4737)  0.178
H (-0.2453, -2.6681, 1.5775)  0.277
H (1.8332, -0.8502, 3.0486)  0.247
H (-0.0001, -0.1786, 2.4262)  0.286
H (2.5949, -0.5522, 0.5672)  0.260
H (2.1701, 1.0883, 1.3287)  0.345

***

Record 5
The following is a quantum chemistry calculation of a 4-piece molecular cluster, CH8O5 overall, from the OMol25 dataset.

- E_HOMO (Eh) = -0.406
- LUMO (eV) = 0.442
- max |F| (eV/A) = 0.58
- structure (SMILES) = O=CO.O.O.O
- orbital gap (eV) = 11.49
- energy above the lowest of the compared OMol25 structures with the same formula, charge and spin (kcal per mole) = 6.9

Last column: Mulliken charge in e.
CARTESIAN COORDINATES (ANGSTROEM)
O (0.3434, -0.7952, -0.5262)  -0.509
C (-0.2653, -1.3895, -1.3828)  0.158
O (-1.5621, -1.6115, -1.3457)  -0.433
H (0.1949, -1.7883, -2.2946)  0.349
H (-1.8721, -1.1798, -0.5076)  0.440
O (-2.5904, 0.0579, 0.4671)  -0.691
H (-1.8189, 0.3666, 0.9657)  0.370
H (-3.2791, -0.1197, 1.1164)  0.319
O (0.0276, 2.0738, 0.7152)  -0.657
H (0.6421, 1.3299, 0.7097)  0.341
H (-0.5328, 1.9435, -0.0608)  0.319
O (3.7031, 0.7242, 0.8561)  -0.635
H (3.7388, 0.3824, -0.0447)  0.316
H (3.2708, 0.0055, 1.3323)  0.311

***

Record 6
The following is a quantum chemistry calculation of an isolated ion of composition C5H10N2 and charge +1 in a non-equilibrium geometry, from the OMol25 dataset.

- E_HOMO (alpha / beta) (Eh) = -0.492 / -0.490
- LUMO (alpha / beta) (eV) = -4.503 / -7.576
- max |F| (eV/A) = 3.28
- ⟨S²⟩ = 0.759
- orbital gap (alpha / beta) (eV) = 8.90 / 5.76
- energy above the lowest of the compared OMol25 structures with the same formula, charge and spin (kcal per mole) = 15.7
- charge = +1
- 2S+1 = 2

Last column: Mulliken spin population.
CARTESIAN COORDINATES (ANGSTROEM)
C (0.2632, 0.8792, 1.3433)  0.023
C (0.8940, -0.0834, 0.2826)  0.040
C (-0.0949, -0.3166, -0.7965)  0.130
C (0.0682, 0.2167, -2.0797)  0.552
C (-1.3244, -2.2189, -0.3507)  -0.004
N (-1.2160, -0.9647, -0.4626)  0.180
N (1.0910, 2.0830, 1.4604)  0.012
H (0.2488, 0.3490, 2.3012)  0.008
H (-0.7461, 1.1837, 1.0931)  0.000
H (1.6588, 0.5433, -0.1877)  0.001
H (1.4039, -0.9811, 0.6223)  0.002
H (0.6046, 1.1274, -2.3053)  0.026
H (-0.5300, -0.1238, -2.9022)  0.022
H (-0.8431, -3.0293, -0.8860)  0.006
H (-2.2485, -2.5281, 0.1371)  0.002
H (0.5734, 2.7094, 2.0694)  0.002
H (1.9484, 1.8340, 1.9424)  0.000

***

Record 7
The following is a quantum chemistry calculation of a 2-piece molecular cluster, C3H9NS2 overall, from the OMol25 dataset.

- E_HOMO (alpha / beta) (Eh) = -0.488 / -0.487
- LUMO (alpha / beta) (eV) = -4.441 / -7.760
- max |F| (eV/A) = 0.75
- ⟨S²⟩ = 0.755
- orbital gap (alpha / beta) (eV) = 8.83 / 5.50
- energy above the lowest of the compared OMol25 structures with the same formula, charge and spin (kcal per mole) = 21.3
- charge = +1
- 2S+1 = 2

Last column: Mulliken spin population.
CARTESIAN COORDINATES (ANGSTROEM)
C (-0.5035, -2.1985, -2.0554)  -0.003
N (-0.4012, -3.2343, -1.3484)  0.003
H (-0.4193, -2.3083, -3.1319)  -0.001
H (-0.5987, -1.1938, -1.6298)  0.002
H (-0.5474, -3.0209, -0.3620)  0.000
C (-1.7082, 0.3351, 1.6101)  -0.016
S (-0.7118, 1.3675, 0.5390)  0.485
S (1.0053, 0.3588, 0.5762)  0.475
C (1.9815, 1.1927, -0.6834)  -0.010
H (-1.9939, -0.5689, 1.0782)  0.022
H (-1.2032, 0.1010, 2.5447)  0.012
H (-2.5984, 0.9178, 1.8439)  0.001
H (2.5657, 2.0003, -0.2626)  0.021
H (2.6220, 0.3889, -1.0492)  0.006
H (1.3543, 1.4603, -1.5270)  0.002

***

Repeat the fourth record exactly.
The following is a quantum chemistry calculation of a single C10H13NO molecule in a non-equilibrium geometry, from the OMol25 dataset.

- E_HOMO (Eh) = -0.271
- LUMO (eV) = 0.711
- max |F| (eV/A) = 6.36
- structure (SMILES) = Nc1cc2c(cc1O)CCCC2
- orbital gap (eV) = 8.09
- energy above the lowest of the compared OMol25 structures with the same formula, charge and spin (kcal per mole) = 78.8

Last column: Mulliken charge in e.
CARTESIAN COORDINATES (ANGSTROEM)
N (-1.3444, 3.2318, -1.1509)  -0.731
C (-0.8279, 1.9585, -0.9244)  0.076
C (0.1975, 1.6577, -0.0363)  -0.610
C (0.6614, 0.3336, 0.0207)  0.240
C (-0.0296, -0.8042, -0.5736)  0.605
C (-1.1746, -0.5386, -1.3101)  -1.279
C (-1.4544, 0.7770, -1.5401)  1.147
O (-2.4864, 1.1874, -2.3233)  -0.603
C (0.5732, -2.0469, -0.1284)  -1.017
C (0.7710, -2.1322, 1.3303)  -0.420
C (1.0466, -0.7419, 2.0686)  -0.287
C (1.7616, 0.0357, 1.0555)  -0.912
H (-1.6491, 3.6503, -0.1541)  0.275
H (-2.2579, 2.9672, -1.7725)  0.392
H (0.6953, 2.2467, 0.7968)  0.165
H (-1.8074, -1.2859, -1.6084)  0.483
H (-2.8341, 0.5145, -2.8128)  0.283
H (1.6302, -2.0032, -0.6497)  0.280
H (0.3449, -3.0717, -0.7092)  0.320
H (1.8315, -2.7749, 1.4737)  0.178
H (-0.2453, -2.6681, 1.5775)  0.277
H (1.8332, -0.8502, 3.0486)  0.247
H (-0.0001, -0.1786, 2.4262)  0.286
H (2.5949, -0.5522, 0.5672)  0.260
H (2.1701, 1.0883, 1.3287)  0.345

***

Among the records above, which one has the highest energy above the lowest of the compared OMol25 structures with the same formula, charge and spin?
C10H13NO

***

Look up the energy above the lowest of the compared OMol25 structures with the same formula, charge and spin of the sixth one.
15.7 kcal per mole

***

Among the records above, which one has the lowest max |F|?
CH8O5